Arrangement a

Computed, not measured: 8 unconnected molecules or ions with the total composition C32H88N8O8, with ωB97M-V/def2-TZVPD.

Bonds (Å) are listed after each position.
CARTESIAN COORDINATES (ANGSTROEM)
1 C -3.0160 2.9220 -5.8656  H22 1.094, C43 1.535, N62 1.479, C86 1.553
2 H -1.0340 3.6578 3.8408  C12 1.094
3 H 4.5841 -1.0599 -0.6215  C94 1.093
4 H -1.8580 0.6324 0.8308  C97 1.096
5 H 1.1253 -3.1899 0.6984  N76 1.020
6 C -0.2321 -0.7730 0.9558  C73 1.532, H85 1.092, C97 1.534, N108 1.467
7 H 1.0430 0.7055 -2.2970  C54 1.096
8 H 1.6972 -0.5268 0.3020  N108 1.014
9 H -5.3633 3.1844 -2.0338  C71 1.087
10 H 3.6978 -0.0192 -2.9174  N47 1.013
11 H 3.7549 -3.8518 1.2098  C70 1.095
12 C -0.4607 3.5359 2.9173  H2 1.094, H30 1.095, C121 1.499, H126 1.088
13 H 2.5537 3.9361 -2.0348  C37 1.093
14 C -3.4221 -5.5995 3.1991  H38 1.094, H75 1.086, C106 1.538, H113 1.092
15 C 1.4977 -5.3105 -0.9890  C19 1.524, H32 1.090, H46 1.094, H132 1.090
16 H -3.8402 4.6510 -4.9739  C43 1.095
17 C 4.4412 0.6235 0.7003  N18 1.470, C25 1.508, H49 1.098, C94 1.550
18 N 3.1705 1.0864 0.1251  C17 1.470, H95 1.016, H117 1.017
19 C 2.1211 -4.9766 0.3610  C15 1.524, H39 1.091, C70 1.524, N76 1.474
20 H -7.1523 0.8951 0.8068  C134 1.095
21 H -0.9114 -5.9897 2.6106  N100 1.015
22 H -3.9503 2.4437 -6.1754  C1 1.094
23 H -2.6562 0.6569 -2.6422  C122 1.090
24 O -4.1654 -0.2805 1.0989  C58 1.429, C102 1.406
25 C 4.2143 -0.1268 1.9880  C17 1.508, H74 1.091, H107 1.093, H118 1.090
26 H -2.2564 -1.8953 6.2375  C125 1.090
27 H -4.7056 4.6737 -2.6059  C71 1.097
28 H 1.3072 3.0065 -1.3075  C37 1.094
29 O -2.4400 -3.1171 4.5700  C110 1.402, C125 1.422
30 H -1.0282 4.1441 2.2055  C12 1.095
31 H 0.9268 4.8437 1.1489  N80 1.017
32 H 1.2359 -4.4725 -1.6349  C15 1.090
33 H -2.2371 1.1762 -4.8371  C86 1.087
34 H 2.8954 3.7856 3.8544  C79 1.096
35 H -2.4282 3.2972 -7.7831  N62 1.016
36 N -6.2713 0.7921 -1.7090  C51 1.472, H87 1.010, H123 1.015
37 C 1.7330 3.2583 -2.2830  H13 1.093, H28 1.094, O69 1.418, H91 1.092
38 H -4.0086 -5.0580 3.9476  C14 1.094
39 H 2.2332 -5.8648 0.9840  C19 1.091
40 H -1.4602 1.7786 -2.1631  C122 1.098
41 H 8.3836 -0.0466 0.0814  C105 1.088
42 O -4.3052 3.0068 -3.8062  C43 1.421, C71 1.413
43 C -3.3808 3.7263 -4.6102  C1 1.535, H16 1.095, O42 1.421, H120 1.093
44 H 2.3729 4.6844 1.7261  N80 1.019
45 H -0.9418 -4.5244 4.1955  C110 1.096
46 H 2.2255 -5.8891 -1.5651  C15 1.094
47 N 3.1645 -0.7029 -3.4413  H10 1.013, H68 1.012, C127 1.475
48 H -4.1129 -0.6851 -0.9499  C58 1.099
49 H 5.0997 1.4779 0.9041  C17 1.098
50 H 2.6217 5.0020 6.0905  C55 1.096
51 C -5.4161 0.9486 -0.5206  N36 1.472, C58 1.506, H133 1.096, C134 1.522
52 H -0.6653 -4.8762 1.4978  N100 1.025
53 H -0.5562 0.2242 2.7759  C73 1.092
54 C 1.4572 1.1218 -3.2228  H7 1.096, O69 1.416, H77 1.099, C127 1.519
55 C 1.5716 4.7235 5.9491  H50 1.096, O81 1.413, H103 1.090, H136 1.093
56 H -2.7979 1.4524 -1.0483  C122 1.092
57 H 1.6741 -3.9670 1.9868  N76 1.019
58 C -4.8227 -0.3891 -0.1655  O24 1.429, H48 1.099, C51 1.506, H128 1.093
59 H -3.5989 3.5474 -1.9122  C71 1.094
60 H -6.8775 2.4444 0.1902  C134 1.092
61 H 1.1215 0.4784 2.1034  C73 1.088
62 N -2.6070 3.8451 -6.9459  C1 1.479, H35 1.016, H130 1.017
63 H -3.8504 -2.3285 0.8982  C102 1.093
64 H -1.5325 1.4945 -6.5002  C86 1.089
65 O 6.4944 -0.5979 0.0139  C94 1.408, C105 1.419
66 H 0.6183 -1.0896 -0.8408  N108 1.013
67 H 0.6475 -1.0557 2.8957  C73 1.091
68 H 2.7821 -1.4329 -2.8541  N47 1.012
69 O 2.3617 2.1752 -2.9473  C37 1.418, C54 1.416
70 C 3.4360 -4.2182 0.2281  H11 1.095, C19 1.524, O99 1.435, H131 1.095
71 C -4.4941 3.5999 -2.5379  H9 1.087, H27 1.097, O42 1.413, H59 1.094
72 H 1.4666 -1.6060 -5.3934  C93 1.087
73 C 0.3083 -0.2221 2.2794  C6 1.532, H53 1.092, H61 1.088, H67 1.091
74 H 5.1285 -0.6819 2.2044  C25 1.091
75 H -3.0686 -6.5499 3.5868  C14 1.086
76 N 1.1812 -4.1223 1.1088  H5 1.020, C19 1.474, H57 1.019
77 H 0.5983 1.5581 -3.7517  C54 1.099
78 H -1.0056 -3.1207 3.0968  C110 1.100
79 C 1.8738 3.4015 3.9529  H34 1.096, O81 1.416, H115 1.092, C121 1.516
80 N 1.4823 4.1905 1.6950  H31 1.017, H44 1.019, C121 1.486
81 O 1.4583 3.4713 5.3047  C55 1.413, C79 1.416
82 H -1.1747 -1.5641 4.9205  C125 1.095
83 H -2.8808 -3.9145 1.9492  C106 1.087
84 H -5.8481 1.7963 1.4802  C134 1.090
85 H -0.8916 -1.6344 1.0826  C6 1.092
86 C -1.8802 1.9098 -5.5559  C1 1.553, H33 1.087, H64 1.089, H104 1.091
87 H -6.8250 1.6128 -1.9108  N36 1.010
88 H 7.3148 1.2847 -0.5353  C105 1.093
89 H 5.2638 0.3966 -1.2958  C94 1.097
90 H 6.3964 -5.0777 -0.9183  C112 1.089
91 H 1.0518 3.8230 -2.9227  C37 1.092
92 H 0.2574 -0.3513 -5.2052  C93 1.091
93 C 1.0762 -0.8656 -4.6999  H72 1.087, H92 1.091, H119 1.094, C127 1.533
94 C 5.2028 -0.1940 -0.3735  H3 1.093, C17 1.550, O65 1.408, H89 1.097
95 H 3.3767 1.5820 -0.7380  N18 1.016
96 H 6.0692 -4.2296 0.5394  C112 1.097
97 C -0.9778 0.3591 0.2370  H4 1.096, C6 1.534, H98 1.097, O114 1.425
98 H -0.3351 1.2471 0.1885  C97 1.097
99 O 4.4232 -5.0920 -0.3392  C70 1.435, C112 1.421
100 N -1.4085 -5.4491 1.9102  H21 1.015, H52 1.025, C106 1.461
101 H -2.8795 -1.4741 2.1187  C102 1.091
102 C -3.8641 -1.5372 1.6525  O24 1.406, H63 1.093, H101 1.091, H129 1.094
103 H 1.1830 4.5610 6.9545  C55 1.090
104 H -1.0882 2.5114 -5.1083  C86 1.091
105 C 7.4256 0.4603 0.1741  H41 1.088, O65 1.419, H88 1.093, H109 1.094
106 C -2.3890 -4.6228 2.6112  C14 1.538, H83 1.087, N100 1.461, C110 1.548
107 H 3.4445 -0.8962 1.8868  C25 1.093
108 N 0.9167 -1.1491 0.1253  C6 1.467, H8 1.014, H66 1.013
109 H 7.2946 0.8994 1.1675  C105 1.094
110 C -1.6125 -3.8235 3.6861  O29 1.402, H45 1.096, H78 1.100, C106 1.548
111 H -0.9258 -3.0381 5.9880  C125 1.091
112 C 5.6648 -4.4120 -0.4636  H90 1.089, H96 1.097, O99 1.421, H124 1.091
113 H -4.1434 -5.7355 2.3901  C14 1.092
114 O -1.2940 0.0388 -1.1148  C97 1.425, C122 1.411
115 H 1.8882 2.3575 3.6344  C79 1.092
116 H 0.8087 5.1701 3.4382  C121 1.094
117 H 2.8269 1.7714 0.7940  N18 1.017
118 H 3.8789 0.5907 2.7375  C25 1.090
119 H 0.6580 -1.3180 -3.7954  C93 1.094
120 H -2.4823 3.9529 -4.0296  C43 1.093
121 C 0.9001 4.1469 3.0610  C12 1.499, C79 1.516, N80 1.486, H116 1.094
122 C -2.1108 0.9909 -1.7600  H23 1.090, H40 1.098, H56 1.092, O114 1.411
123 H -5.7432 0.6154 -2.5572  N36 1.015
124 H 5.5609 -3.4544 -0.9764  C112 1.091
125 C -1.6364 -2.3812 5.4838  H26 1.090, O29 1.422, H82 1.095, H111 1.091
126 H -0.5944 2.5071 2.5892  C12 1.088
127 C 2.1232 0.0919 -4.1196  N47 1.475, C54 1.519, C93 1.533, H135 1.093
128 H -5.5296 -1.2228 -0.1954  C58 1.093
129 H -4.6114 -1.8244 2.3983  C102 1.094
130 H -3.4379 4.3513 -7.2434  N62 1.017
131 H 3.3241 -3.3633 -0.4467  C70 1.095
132 H 0.6418 -5.9670 -0.8324  C15 1.090
133 H -4.6701 1.7181 -0.7479  C51 1.096
134 C -6.3299 1.5631 0.5303  H20 1.095, C51 1.522, H60 1.092, H84 1.090
135 H 2.6903 0.6191 -4.8909  C127 1.093
136 H 1.0713 5.6209 5.5767  C55 1.093

## Properties
Lowest unoccupied orbital energy in Eh: 0.012
SMILES: COC[C@H](C)N.COC[C@H](C)N.COC[C@H](C)N.COC[C@H](C)N.COC[C@H](C)N.COC[C@H](C)N.COC[C@H](C)N.COC[C@H](C)N
Frontier orbital gap in Eh: 0.321
Spin multiplicity: 1
Charge: 0


Arrangement b

Computed, not measured: 8 unconnected molecules or ions with the total composition C32H88N8O8, with ωB97M-V/def2-TZVPD.

Bonds (Å) are listed after each position.
CARTESIAN COORDINATES (ANGSTROEM)
1 H 2.9897 10.0739 2.2624  C93 1.090
2 H 4.5427 7.2522 -1.1211  C69 1.090
3 H 1.2303 -1.4166 -0.2848  C74 1.090
4 C 6.1136 8.8444 -0.6356  H27 1.090, N62 1.471, C69 1.555, C75 1.613
5 C -10.2873 -0.7402 2.2607  N10 1.428, C51 1.501, H81 1.090, C103 1.475
6 H -3.0984 5.9325 10.2745  C127 1.090
7 C 8.1198 -5.0734 0.8627  C35 1.494, H82 1.090, C118 1.525, N124 1.458
8 H 6.3879 7.5074 0.7858  N62 1.010
9 H -0.6023 -13.0662 -1.3306  C36 1.090
10 N -10.3225 -1.3839 3.5351  C5 1.428, H11 1.010, H94 1.010
11 H -9.5712 -2.0349 3.7136  N10 1.010
12 H -2.1474 -10.5500 -0.4632  C107 1.090
13 O 4.5950 8.9406 1.3508  C75 1.431, C93 1.363
14 N -1.9189 11.3635 -1.0425  H28 1.010, C29 1.462, H84 1.010
15 C -3.8264 10.5441 3.2173  H16 1.090, H53 1.090, O115 1.483, H130 1.090
16 H -3.7014 11.6121 3.3962  C15 1.090
17 O 0.6354 -12.5364 0.2190  C36 1.483, C59 1.437
18 H 4.5672 8.8388 -2.0853  C69 1.090
19 C -0.1442 -0.0965 -1.2825  C74 1.502, O86 1.387, H106 1.090, H126 1.090
20 H 2.3200 -2.6955 -8.8924  C52 1.090
21 N 1.1007 -7.2430 -9.6967  C70 1.564, H102 1.010, H116 1.010
22 H 7.0405 -6.2513 -2.7613  C111 1.090
23 H 8.6457 -5.7278 -0.9244  C35 1.090
24 H 1.5790 -14.3533 -0.0400  C59 1.090
25 H 0.8079 -1.7463 -3.2907  C125 1.090
26 N -1.4464 4.3435 6.3588  H50 1.010, H76 1.010, C100 1.451
27 H 6.6635 9.5623 -1.2441  C4 1.090
28 H -1.9161 12.3059 -1.4058  N14 1.010
29 C -3.1347 10.7621 -0.4982  N14 1.462, C77 1.557, H132 1.090, C136 1.606
30 H 5.8582 10.5138 0.7906  C75 1.090
31 H -3.3353 2.3903 6.7550  C131 1.090
32 H 4.5573 10.4214 -0.2075  C75 1.090
33 O 2.1893 -4.7431 -8.7263  C52 1.396, C80 1.444
34 H -1.6097 -11.4447 -2.4602  N48 1.010
35 C 7.9064 -6.0909 -0.2104  C7 1.494, H23 1.090, O96 1.422, H108 1.090
36 C 0.2197 -12.3636 -1.1938  H9 1.090, O17 1.483, C40 1.590, H56 1.090
37 H 3.7087 -6.0753 -8.9742  C80 1.090
38 H 0.9892 -6.6118 -7.6495  C70 1.090
39 H 2.1444 -1.4349 -2.1896  C125 1.090
40 C -0.1597 -10.8379 -1.4321  C36 1.590, N48 1.448, H68 1.090, C107 1.636
41 H -3.0732 2.8869 5.0704  C131 1.090
42 H 1.5582 -9.0484 -7.6761  C67 1.090
43 H -10.9427 1.2206 3.0830  C51 1.090
44 H 1.0845 2.9308 -0.5712  C99 1.090
45 H -4.4825 3.1692 6.0893  C131 1.090
46 H 6.5808 -7.7072 -1.8401  C111 1.090
47 H -7.0289 1.4786 1.0993  C49 1.090
48 N -0.9508 -10.6999 -2.6368  H34 1.010, C40 1.448, H119 1.010
49 C -7.5836 1.0291 0.2756  H47 1.090, H66 1.090, H83 1.090, O91 1.462
50 H -1.2552 3.5997 7.0148  N26 1.010
51 C -11.2553 0.3916 2.4480  C5 1.501, H43 1.090, H55 1.090, H85 1.090
52 C 2.9387 -3.5660 -8.6742  H20 1.090, O33 1.396, H97 1.090, H117 1.090
53 H -4.6824 10.1499 3.7650  C15 1.090
54 H 1.2178 -3.0755 -2.3285  C125 1.090
55 H -12.2653 0.0143 2.6078  C51 1.090
56 H 0.9881 -12.5814 -1.9356  C36 1.090
57 H -3.0370 9.0602 -2.1130  C136 1.090
58 C -3.2238 4.9957 8.0132  C100 1.546, O110 1.376, H114 1.090, H120 1.090
59 C 0.8792 -13.8851 0.6522  O17 1.437, H24 1.090, H92 1.090, H101 1.090
60 H -0.7593 -2.5115 -1.9151  N105 1.010
61 H 9.4949 -4.5153 2.4427  C118 1.090
62 N 7.0073 7.9622 0.1305  C4 1.471, H8 1.010, H128 1.010
63 H -8.4451 0.2321 2.6207  C103 1.090
64 H 3.7857 8.8560 3.1295  C93 1.090
65 H -1.3549 -9.1331 -0.3181  C107 1.090
66 H -7.5952 1.7880 -0.5067  C49 1.090
67 C 2.3621 -8.3137 -7.6294  H42 1.090, C70 1.550, H98 1.090, H133 1.090
68 H 0.7367 -10.2267 -1.5376  C40 1.090
69 C 5.1231 8.0692 -1.5498  H2 1.090, C4 1.555, H18 1.090, H72 1.090
70 C 1.7551 -7.0499 -8.2895  N21 1.564, H38 1.090, C67 1.550, C80 1.576
71 H -0.7348 -10.4192 0.7100  C107 1.090
72 H 5.6051 7.6553 -2.4355  C69 1.090
73 H -0.2725 2.0571 0.1276  C99 1.090
74 C 0.4777 -1.4479 -1.0727  H3 1.090, C19 1.502, N105 1.442, C125 1.533
75 C 5.2148 9.7531 0.3484  C4 1.613, O13 1.431, H30 1.090, H32 1.090
76 H -0.7972 5.0442 6.6868  N26 1.010
77 C -2.9437 10.8870 1.0423  C29 1.557, H95 1.090, O115 1.400, H123 1.090
78 H 6.3386 -4.5523 1.4591  N124 1.010
79 H 10.2751 -5.0987 0.9389  C118 1.090
80 C 2.8721 -5.9381 -8.2891  O33 1.444, H37 1.090, C70 1.576, H135 1.090
81 H -10.5654 -1.4981 1.5284  C5 1.090
82 H 8.4070 -4.1118 0.4373  C7 1.090
83 H -6.9270 0.2244 -0.0552  C49 1.090
84 H -1.3004 11.4660 -0.2507  N14 1.010
85 H -11.4506 0.8206 1.4652  C51 1.090
86 O 0.7821 0.9287 -1.1558  C19 1.387, C99 1.379
87 H -2.2359 8.7676 -0.6934  C136 1.090
88 H -3.0480 7.6579 9.8047  C127 1.090
89 H 6.8150 -5.9945 1.9736  N124 1.010
90 H -0.2979 -3.3480 -0.6514  N105 1.010
91 O -8.9110 0.4979 0.5802  C49 1.462, C103 1.455
92 H 1.5124 -14.0483 1.5243  C59 1.090
93 C 3.9698 9.6073 2.3616  H1 1.090, O13 1.363, H64 1.090, H112 1.090
94 H -11.1746 -1.9137 3.6504  N10 1.010
95 H -2.9051 11.9546 1.2588  C77 1.090
96 O 6.5629 -5.9692 -0.6597  C35 1.422, C111 1.472
97 H 3.4323 -3.3636 -7.7236  C52 1.090
98 H 3.2352 -8.6731 -8.1742  C67 1.090
99 C 0.3275 2.1735 -0.7749  H44 1.090, H73 1.090, O86 1.379, H129 1.090
100 C -2.8649 4.5624 6.5728  N26 1.451, C58 1.546, C131 1.529, H134 1.090
101 H -0.0615 -14.4041 0.8359  C59 1.090
102 H 1.7784 -7.2864 -10.4444  N21 1.010
103 C -8.9608 -0.2805 1.8087  C5 1.475, H63 1.090, O91 1.455, H104 1.090
104 H -8.4442 -1.2223 1.6237  C103 1.090
105 N -0.5798 -2.4177 -0.9256  H60 1.010, C74 1.442, H90 1.010
106 H -0.9610 0.0572 -0.5773  C19 1.090
107 C -1.1315 -10.1993 -0.2811  H12 1.090, C40 1.636, H65 1.090, H71 1.090
108 H 7.9548 -7.1393 0.0838  C35 1.090
109 H 9.6132 -6.2199 2.0350  C118 1.090
110 O -3.1196 6.3461 8.2544  C58 1.376, C127 1.405
111 C 6.4085 -6.6378 -1.9618  H22 1.090, H46 1.090, O96 1.472, H113 1.090
112 H 4.5580 10.4207 2.7866  C93 1.090
113 H 5.3592 -6.5242 -2.2341  C111 1.090
114 H -2.6910 4.3749 8.7336  C58 1.090
115 O -3.9786 10.2814 1.7652  C15 1.483, C77 1.400
116 H 0.7163 -6.3383 -9.9286  N21 1.010
117 H 3.7262 -3.4208 -9.4137  C52 1.090
118 C 9.4342 -5.2280 1.6202  C7 1.525, H61 1.090, H79 1.090, H109 1.090
119 H -0.5399 -10.9801 -3.5159  N48 1.010
120 H -4.1902 4.6325 8.3627  C58 1.090
121 H -4.5481 6.7635 9.7117  C127 1.090
122 H -4.0869 8.7618 -0.7932  C136 1.090
123 H -1.9718 10.5268 1.3796  C77 1.090
124 N 7.1060 -5.0294 1.9103  C7 1.458, H78 1.010, H89 1.010
125 C 1.2111 -1.9857 -2.3067  H25 1.090, H39 1.090, H54 1.090, C74 1.533
126 H -0.5306 -0.0491 -2.3005  C19 1.090
127 C -3.4702 6.6799 9.5736  H6 1.090, H88 1.090, O110 1.405, H121 1.090
128 H 7.7154 8.4360 0.6729  N62 1.010
129 H -0.2039 2.6340 -1.6078  C99 1.090
130 H -2.9400 10.1418 3.7079  C15 1.090
131 C -3.3944 3.2244 6.0559  H31 1.090, H41 1.090, H45 1.090, C100 1.529
132 H -4.0351 11.3452 -0.6914  C29 1.090
133 H 2.6890 -8.1441 -6.6035  C67 1.090
134 H -3.2099 5.3059 5.8543  C100 1.090
135 H 3.2591 -5.5696 -7.3391  C80 1.090
136 C -3.1466 9.2521 -1.0456  C29 1.606, H57 1.090, H87 1.090, H122 1.090

## Properties
Lowest unoccupied orbital energy in Eh: 0.012
SMILES: COC[C@H](C)N.COC[C@H](C)N.COC[C@H](C)N.COC[C@H](C)N.COC[C@H](C)N.COC[C@H](C)N.COC[C@H](C)N.COC[C@H](C)N
Frontier orbital gap in Eh: 0.342
Spin multiplicity: 1
Charge: 0


Which structure is the most stable? The one labeled arrangement a.